Record 1
Formula: C3H10ClGaO2P
Source: OMol25
Level of theory: ωB97M-V/def2-TZVPD

Output
E (Eh): -2997.16891
Charge: -1
Kohn-Sham gap (eV): 7.7

Structure (XYZ):
```
18
Properties=species:S:1:pos:R:3:forces:R:3:lowdin_charge:R:1
C -1.937593 -1.184048 0.620172 0.337 -0.240 -0.151 -0.077
C -1.010612 -0.536310 -0.374137 -0.181 0.024 -0.100 -0.548
O -1.552564 -0.818673 -1.686778 0.326 -0.205 -0.378 -0.082
C -0.857579 0.958934 -0.128339 0.812 -0.406 -0.251 -0.304
Ga 1.027313 1.588787 0.351795 -0.388 0.747 0.666 0.114
P 2.594465 0.262960 -0.824647 0.155 -0.564 -0.535 0.263
O 2.456993 -1.265248 -0.133910 -0.066 0.486 0.463 -0.527
Cl 4.496182 0.823811 -0.050811 -0.074 0.129 0.085 -0.040
H -1.938706 -2.251389 0.445903 -0.231 -0.389 -0.004 0.068
H -2.934286 -0.786314 0.511215 -0.423 0.142 0.035 0.075
H -1.568977 -1.010044 1.620159 0.014 0.162 0.413 0.076
H -0.069112 -1.073318 -0.310555 0.331 -0.015 -0.027 0.085
H -0.796976 -0.953600 -2.279103 -0.368 0.161 0.224 0.083
H -1.550950 1.251773 0.645274 -0.249 0.353 0.300 0.027
H -1.133975 1.461581 -1.042610 -0.193 0.275 -0.301 0.032
H 1.218701 1.558721 1.959675 0.144 -0.289 -0.066 -0.123
H 1.276343 3.102153 -0.135718 0.029 -0.089 -0.113 -0.128
H 2.281331 -1.129779 0.812414 0.025 -0.280 -0.260 0.008
```
Forces are in eV/Å.

Record 2
Formula: C3H11NO3
Source: OMol25
Level of theory: ωB97M-V/def2-TZVPD

Output
E (Eh): -401.25300
Kohn-Sham gap (eV): 9.3
Energy relative to the best compared isomer or geometry (same formula, charge and spin) (kcal/mol): 100.43

Structure (XYZ):
```
18
Properties=species:S:1:pos:R:3:forces:R:3:lowdin_charge:R:1
C 1.330491 1.762671 0.166666 0.946 -0.321 0.130 -0.082
N 0.127296 2.076008 -0.530606 -1.074 0.641 -1.269 -0.117
O 0.186152 2.174185 -1.743582 0.449 -0.226 1.284 -0.019
H 2.233111 1.826268 -0.447320 -0.111 0.042 -0.055 0.090
H 1.383128 2.403817 1.046583 -0.026 0.066 -0.039 0.090
H 1.202515 0.736475 0.541268 0.006 0.087 -0.046 0.074
C 1.362538 -2.370328 0.068690 0.038 -0.201 -0.138 -0.165
O 0.758553 -1.385734 0.870558 -0.370 0.279 0.195 -0.156
H 2.281811 -2.668466 0.571731 0.006 -0.054 -0.105 0.077
H 0.717326 -3.251284 -0.039783 0.123 0.044 -0.026 0.079
H 1.606658 -1.985449 -0.929547 0.037 -0.090 0.056 0.079
H -0.060947 -1.099177 0.432190 0.197 -0.012 -0.032 0.029
C -2.396242 0.321444 0.301954 -0.230 0.209 0.189 -0.140
O -1.365672 -0.163140 -0.533949 0.035 -0.226 -0.516 -0.161
H -2.320411 1.406499 0.428343 -0.022 -0.118 0.022 0.075
H -3.378854 0.062083 -0.097904 -0.037 0.016 0.064 0.079
H -2.267182 -0.159948 1.269808 -0.068 0.028 0.018 0.085
H -1.400271 0.314076 -1.375098 0.100 -0.166 0.268 0.082
```
Forces are in eV/Å.

Record 3
Formula: C5H14NO
Source: OMol25
Level of theory: ωB97M-V/def2-TZVPD

Output
E (Eh): -328.61948
Charge: +1
Kohn-Sham gap (eV): 10.0
Energy relative to the best compared isomer or geometry (same formula, charge and spin) (kcal/mol): 41.89

Structure (XYZ):
```
21
Properties=species:S:1:pos:R:3:forces:R:3:lowdin_charge:R:1
C 0.446941 0.775580 1.448145 1.597 0.181 1.382 -0.126
C 0.027986 -0.690503 1.171605 0.222 0.064 -1.847 -0.171
C -0.642208 -0.689786 -0.219815 -1.642 -0.437 -1.599 -0.164
C -1.972042 -0.448683 -0.424729 1.514 0.947 0.115 -0.126
C -2.585534 -0.167120 -1.828959 2.056 -1.834 2.592 -0.059
N 1.077800 1.351137 0.175494 1.288 0.638 3.084 0.169
H 1.237370 0.910130 2.314535 -1.469 -0.423 -1.844 0.167
H -0.379343 1.461335 1.685735 0.024 -0.605 -0.108 0.129
H -0.725772 -0.986041 1.865498 -0.423 -0.141 0.743 0.104
H 0.850536 -1.442956 1.195903 -0.415 0.946 0.207 0.113
H -0.141917 -0.938616 -1.229869 0.057 0.617 1.897 0.132
H -2.650000 -0.439005 0.448019 0.301 0.302 -0.451 0.116
H -2.828724 0.839837 -2.006247 -1.050 1.237 0.333 0.058
H -3.377421 -0.887160 -1.731730 -0.813 0.008 -1.529 0.077
H -1.772804 -0.332833 -2.528757 -0.320 -0.802 -0.490 0.068
H 0.441424 1.281203 -0.559914 -1.603 0.239 -1.626 0.106
H 1.870828 0.750020 -0.045316 0.751 -0.215 -0.123 0.081
H 1.397888 2.312709 0.387956 -0.282 -0.592 -0.618 0.184
H 2.901538 -1.308844 -0.634304 0.108 0.747 0.632 0.096
H 3.841182 -0.772264 0.494104 -1.323 0.410 -0.721 0.113
O 2.982278 -0.578137 0.022651 1.423 -1.288 -0.030 -0.065
```
Forces are in eV/Å.